Entry 1:
This record from the Open Molecules 2025 dataset describes one molecule with the formula C21H30N4O4S at a distorted geometry. The level of theory is the ωB97M-V functional and the def2-TZVPD basis.

The HOMO-LUMO gap comes out at 8.47 eV. Its multiplicity is 1. Its structure (SMILES) is COCCn1c(COc2cccc(OC)c2)nnc1SCC(=O)NC1CCCCC1. The calculation puts the HOMO energy at -8.15 eV. The calculation puts the electronic energy at -1736.38299 hartree. The calculation puts the relative energy (zero: lowest compared OMol25 entry of this formula, charge and spin) at 316.3 kJ/mol.

The geometry in XYZ format:
```
60
C21H30N4O4S, DFT the ωB97M-V functional and the def2-TZVPD basis
C 4.63 1.36 -1.67
H 4.87 1.91 -2.59
O 3.23 1.28 -1.50
C 2.58 2.52 -1.38
C 2.53 3.04 0.07
N 1.59 2.31 0.86
C 0.25 2.58 0.99
N -0.31 1.71 1.78
N 0.63 0.84 2.17
C 1.76 1.18 1.63
C 3.04 0.44 1.79
O 2.84 -0.88 2.22
C 2.10 -1.72 1.43
C 1.78 -1.46 0.10
C 1.06 -2.40 -0.63
C 0.64 -3.58 -0.02
C 0.96 -3.82 1.30
C 1.69 -2.90 2.03
H 1.95 -3.08 3.06
H 0.64 -4.74 1.76
H 0.08 -4.29 -0.61
O 0.72 -2.25 -1.94
C 1.07 -1.06 -2.60
H 0.61 -0.19 -2.14
H 2.16 -0.92 -2.64
H 0.69 -1.17 -3.62
H 2.10 -0.55 -0.38
H 3.65 0.90 2.58
H 3.61 0.47 0.85
S -0.52 3.91 0.18
C -2.23 3.73 0.78
H -2.18 3.57 1.86
H -2.70 4.68 0.55
C -2.97 2.60 0.05
O -3.64 2.82 -0.93
N -2.81 1.41 0.64
H -2.09 1.32 1.36
C -3.28 0.17 0.06
C -3.76 -0.76 1.17
C -4.22 -2.10 0.60
C -3.09 -2.76 -0.18
C -2.62 -1.84 -1.30
C -2.15 -0.51 -0.73
H -1.84 0.16 -1.54
H -1.30 -0.67 -0.07
H -1.80 -2.31 -1.85
H -3.44 -1.67 -2.01
H -3.44 -3.71 -0.60
H -2.26 -2.97 0.49
H -4.55 -2.75 1.41
H -5.08 -1.93 -0.07
H -4.58 -0.28 1.72
H -2.94 -0.93 1.87
H -4.10 0.42 -0.62
H 3.52 2.97 0.53
H 2.22 4.09 0.06
H 3.06 3.27 -2.02
H 1.55 2.37 -1.74
H 4.98 0.34 -1.75
H 5.12 1.85 -0.83
```

Entry 2:
This record from the Open Molecules 2025 dataset describes C21H30N5O2S2W as an isolated structure at a distorted geometry. The level of theory is the ωB97M-V functional and the def2-TZVPD basis.

The HOMO-LUMO gap (spin up / spin down) comes out at 5.94 / 5.94 eV. Its multiplicity is 1. The calculation puts the HOMO energy (spin up / spin down) at -17.35 / -17.35 eV. The calculation puts the electronic energy at -2104.94558 hartree. The calculation puts the relative energy (zero: lowest compared OMol25 entry of this formula, charge and spin) at 29.2 kJ/mol. Its charge is +3.

The geometry in XYZ format:
```
61
C21H30N5O2S2W, DFT the ωB97M-V functional and the def2-TZVPD basis
W 0.03 -0.44 0.38
C -1.37 1.21 -1.39
N -1.81 0.70 -0.05
C -1.97 1.81 0.94
C -0.63 2.48 1.17
N 0.39 1.46 1.59
C 1.75 1.93 1.15
C 0.38 1.30 3.06
C 0.84 2.29 3.90
C 0.85 2.07 5.28
C 0.41 0.87 5.81
C -0.06 -0.13 4.97
C -0.09 0.10 3.60
S -0.85 -1.05 2.55
C -3.04 -0.09 -0.23
C -4.29 0.49 -0.29
C -5.40 -0.30 -0.54
C -5.25 -1.67 -0.74
C -4.00 -2.26 -0.67
C -2.88 -1.46 -0.42
S -1.31 -2.21 -0.21
H -1.96 2.08 -1.69
H -1.49 0.43 -2.14
H -0.32 1.54 -1.35
H -2.36 1.38 1.85
H -2.68 2.55 0.57
H -0.73 3.25 1.93
H -0.28 2.97 0.26
H 1.95 2.93 1.53
H 1.79 1.97 0.06
H 2.51 1.25 1.53
H 1.21 3.24 3.52
H 1.21 2.85 5.93
H 0.43 0.71 6.88
H -0.42 -1.07 5.37
H -4.42 1.56 -0.14
H -6.38 0.15 -0.58
H -6.12 -2.28 -0.93
H -3.88 -3.32 -0.80
C 1.87 -2.95 -3.52
N 1.96 -2.28 -2.21
C 2.11 -3.17 -1.06
C 1.95 -0.96 -2.09
O 1.40 -0.41 -0.99
N 2.46 -0.14 -2.98
C 3.56 -0.54 -3.88
C 2.12 1.28 -3.03
H 1.14 -3.75 -3.43
H 2.82 -3.37 -3.82
H 1.51 -2.25 -4.28
H 2.64 -4.06 -1.40
H 1.15 -3.49 -0.65
H 2.73 -2.70 -0.30
H 4.04 -1.45 -3.51
H 4.30 0.26 -3.86
H 3.21 -0.68 -4.90
H 1.07 1.43 -2.80
H 2.29 1.63 -4.05
H 2.76 1.85 -2.36
O 1.95 -2.06 2.05
N 1.22 -1.47 1.42
```

Entry 3:
This record from the Open Molecules 2025 dataset describes C21H30Pt as an isolated structure. The level of theory is the ωB97M-V functional and the def2-TZVPD basis.

The HOMO-LUMO gap (spin up / spin down) comes out at 8.35 / 6.05 eV. Its multiplicity is 5. The calculation puts the HOMO energy (spin up / spin down) at -22.41 / -23.64 eV. The calculation puts the electronic energy at -935.66642 hartree. Its charge is +4.

The geometry in XYZ format:
```
52
C21H30Pt, DFT the ωB97M-V functional and the def2-TZVPD basis
Pt 0.54 -0.47 0.35
C 4.04 1.36 -0.32
C 2.79 1.28 0.43
C 2.51 0.17 1.29
C 1.44 0.21 2.24
C 1.44 -0.62 3.46
C 0.40 1.17 1.98
C 0.61 2.29 1.13
C -0.35 3.40 1.09
C 1.83 2.34 0.39
H 3.97 1.93 -1.24
H 4.53 0.40 -0.48
H 4.77 1.95 0.29
H 3.29 -0.58 1.41
H 0.48 -0.63 3.97
H 2.16 -0.17 4.17
H 1.81 -1.63 3.31
H -0.48 1.18 2.62
H -1.38 3.07 1.23
H -0.25 4.03 0.20
H -0.16 4.07 1.95
H 2.05 3.22 -0.20
C 0.99 -1.01 -2.72
C -0.27 -1.03 -1.92
C -1.42 -0.31 -2.40
C -1.40 0.28 -3.74
C -2.62 -0.28 -1.60
C -3.67 0.70 -1.88
C -2.79 -1.25 -0.55
C -4.13 -1.57 -0.02
C -1.65 -1.99 -0.07
C -1.79 -2.89 1.09
C -0.42 -1.98 -0.83
C 0.55 -3.13 -0.71
H 0.89 -1.72 -3.56
H 1.86 -1.34 -2.16
H 1.18 -0.04 -3.17
H -0.62 1.04 -3.86
H -2.35 0.71 -4.05
H -1.13 -0.48 -4.49
H -4.40 0.29 -2.61
H -3.29 1.62 -2.33
H -4.26 0.95 -1.00
H -4.23 -1.31 1.04
H -4.30 -2.65 -0.03
H -4.94 -1.09 -0.57
H -2.22 -3.85 0.76
H -2.49 -2.51 1.84
H -0.84 -3.14 1.57
H 1.42 -2.92 -0.06
H 0.95 -3.41 -1.68
H 0.06 -4.01 -0.28
```

Entry 4:
This record from the Open Molecules 2025 dataset describes C21H31BNO3 as an isolated structure at a distorted geometry. The level of theory is the ωB97M-V functional and the def2-TZVPD basis.

The HOMO-LUMO gap comes out at 7.94 eV. Its multiplicity is 1. The calculation puts the HOMO energy at -10.60 eV. The calculation puts the electronic energy at -1123.91023 hartree. The calculation puts the relative energy (zero: lowest compared OMol25 entry of this formula, charge and spin) at 42.1 kJ/mol. Its charge is +1.

The geometry in XYZ format:
```
57
C21H31BNO3, DFT the ωB97M-V functional and the def2-TZVPD basis
C -2.94 1.36 -1.88
C -1.88 1.79 -0.85
C -0.39 1.52 -1.39
C 0.63 2.43 -1.01
C 0.33 3.61 -0.10
C 1.94 2.37 -1.49
C 2.32 1.39 -2.41
C 3.71 1.37 -2.94
C 1.34 0.47 -2.81
C 0.01 0.56 -2.37
C -0.89 -0.40 -3.12
H -2.80 1.92 -2.83
H -2.92 0.27 -2.04
H -3.95 1.53 -1.49
H -1.98 2.91 -0.85
H 1.14 4.37 -0.17
H -0.60 4.16 -0.34
H 0.30 3.29 0.95
H 2.65 3.15 -1.20
H 4.10 0.36 -3.08
H 3.74 1.89 -3.92
H 4.41 1.89 -2.26
H 1.64 -0.29 -3.55
H -0.32 -0.94 -3.90
H -1.27 -1.15 -2.43
H -1.71 0.11 -3.66
C -1.50 1.39 4.00
C -1.85 0.94 2.67
C -2.68 -0.07 2.22
C -2.81 0.12 0.84
C -2.23 1.34 0.48
B 0.58 -1.73 0.33
O 1.28 -0.57 0.32
C 2.18 -0.53 1.46
C 1.79 -1.76 2.35
N 0.80 -2.58 1.55
C -0.48 -2.86 2.25
C 1.13 -3.72 0.58
C 0.09 -3.55 -0.59
O -0.33 -2.18 -0.60
O -1.55 1.74 1.59
H -2.27 1.08 4.73
H -0.54 0.99 4.38
H -1.49 2.48 4.03
H -3.08 -0.86 2.85
H -3.13 -0.68 0.20
H 3.21 -0.63 1.05
H 2.00 0.44 1.96
H 2.66 -2.32 2.70
H 1.24 -1.39 3.23
H -0.44 -3.83 2.75
H -0.66 -2.08 3.00
H -1.30 -2.82 1.52
H 2.18 -3.72 0.23
H 0.93 -4.68 1.08
H 0.48 -3.75 -1.59
H -0.80 -4.16 -0.39
```